Entry from OMol25: 12 unconnected molecules or ions with the total composition C45H111N3O12S9 (ωB97M-V/def2-TZVPD).

The lowest unoccupied orbital energy is 0.03 eV. The HOMO energy is -7.78 eV. The total energy is -6431.21069 Eh. As for the energy above the lowest of the compared OMol25 structures with the same formula, charge and spin: 8.627 eV.

XYZ file:
```
180
Properties=species:S:1:pos:R:3:forces:R:3
S -0.101 -5.012 7.349 -0.01 0.75 1.02
S -2.320 -0.215 -12.299 -0.19 -0.62 0.80
S 2.129 7.939 -7.112 -2.41 0.85 1.45
S 3.807 -9.867 1.497 -0.02 -0.07 -1.65
S 8.269 -4.019 3.875 2.47 0.77 0.59
S 4.080 -2.951 -13.449 -2.49 1.51 0.16
S 10.168 -2.030 -8.010 0.93 1.04 -1.25
S 2.792 3.166 8.800 2.21 1.08 -0.77
S 4.668 5.891 1.618 2.20 3.26 -2.48
O -2.487 -1.735 -12.462 1.00 2.43 -0.22
O -4.561 -0.383 8.831 -1.01 -0.10 -0.18
O -5.290 4.902 -2.388 0.34 -0.45 0.02
O 0.505 -3.883 -1.125 -0.53 -1.37 0.02
O 3.356 -1.607 -13.511 1.29 -0.50 0.60
O 3.771 -8.381 1.252 -0.14 -1.12 0.11
O 11.129 -0.824 -8.113 -1.97 -1.92 0.88
O 4.293 6.906 0.502 -0.60 -1.75 1.59
O 3.810 3.520 7.713 -1.07 -0.10 1.14
O 0.242 -3.521 7.204 0.06 -2.57 -0.24
O 0.796 8.564 -7.532 1.64 -1.15 0.01
O 9.740 -3.949 4.332 -2.12 -0.17 -0.90
N 1.171 -2.920 -1.845 1.96 1.41 -0.92
N -5.911 -0.809 8.926 -1.79 -1.84 -1.21
N -5.739 5.951 -1.612 -1.62 1.35 0.97
C 2.600 9.008 -5.753 0.44 0.92 -0.17
C 3.253 1.455 9.241 -1.21 -0.94 -0.10
C -7.693 -1.903 10.246 -1.53 -0.34 -0.97
C 1.842 -0.585 -3.596 0.50 -2.15 1.62
C 1.236 3.111 7.905 -0.07 -1.87 -0.67
C -0.874 0.220 -11.226 -0.05 -0.18 -1.80
C -8.278 5.674 -1.410 -0.59 0.90 -0.11
C 10.063 -2.732 -6.332 0.60 0.81 0.47
C -6.930 6.347 0.648 -0.70 -1.35 0.32
C 0.865 -6.151 6.256 1.04 1.37 0.52
C 1.368 -3.212 -3.295 0.45 -0.67 0.08
C -6.817 -0.409 7.729 -0.17 2.80 1.12
C -6.264 -0.854 6.329 0.18 -0.32 2.00
C 8.324 -4.502 2.068 0.12 -0.53 0.51
C -6.905 5.546 -0.707 0.70 -0.53 0.90
C 2.301 -4.472 -3.387 -1.16 -0.10 1.32
C 8.441 -1.455 -8.252 -0.61 -0.32 0.64
C 2.636 -10.728 0.233 0.48 0.97 0.39
C -5.657 6.942 1.107 -0.25 2.04 -0.81
C -0.786 -1.295 -1.889 0.14 -0.76 -0.16
C 2.905 -3.904 -12.374 0.25 -1.14 -1.13
C -4.469 7.826 -2.417 0.52 -0.89 -1.18
C -8.327 -0.900 7.861 0.90 -1.88 1.39
C -6.327 -1.292 10.316 2.24 1.02 -1.63
C 7.566 -5.423 4.742 -0.65 -1.24 -1.03
C -5.138 7.753 -0.041 2.17 -0.42 -0.13
C 6.344 5.431 0.941 -0.26 -0.25 1.22
C -5.219 -2.300 10.875 -1.22 0.64 -0.80
C 5.436 -10.429 0.750 -0.93 0.06 0.47
C 1.689 6.600 -5.927 0.04 -1.26 -0.39
C 0.711 -1.447 0.140 0.04 -0.93 -0.72
C 0.073 -3.466 -4.063 -1.10 -0.54 -0.71
C -6.807 1.214 7.743 0.76 -0.21 -0.08
C 1.587 -0.491 -2.035 0.81 -0.37 -1.10
C -4.619 6.852 -1.261 -1.16 2.56 2.93
C -6.271 -0.069 11.212 -0.58 0.37 0.86
C 2.190 -2.092 -3.961 -0.92 1.11 0.10
C -6.803 4.089 -0.170 0.30 -0.07 -0.49
C 0.691 -1.640 -1.431 -1.32 2.65 -0.01
C 5.324 7.068 2.896 -0.76 -0.09 0.82
C -1.729 0.657 -13.804 -0.38 -1.81 -0.74
C -8.746 -1.200 9.320 1.77 1.89 1.35
C 0.746 -5.545 8.944 -0.38 0.80 -0.36
C 3.570 -3.533 -15.127 0.84 -1.11 1.99
C -3.257 6.254 -0.765 -0.31 -1.48 -0.50
H 9.105 -5.230 1.852 0.24 0.03 0.51
H -2.385 6.584 -1.328 -0.23 0.04 -0.18
H -0.068 -0.475 -11.461 -0.27 -0.78 0.95
H -7.071 -0.880 5.597 0.23 0.20 -0.04
H 3.097 -4.387 -2.647 0.43 0.43 -0.39
H 9.818 -1.998 -5.564 -0.62 0.09 -0.17
H -4.237 -1.838 10.774 -0.10 -0.06 0.01
H 3.817 0.921 8.476 0.05 0.63 -0.34
H 0.443 -6.452 5.298 -0.41 0.13 0.41
H 1.856 5.649 -6.432 -0.58 -0.06 -0.27
H 6.167 -10.297 1.548 0.03 0.08 -0.16
H -0.929 -1.104 -2.952 0.68 0.79 -0.09
H 8.206 -1.208 -9.287 0.77 0.50 0.04
H 11.073 -3.013 -6.033 0.17 -0.19 -0.51
H -5.395 -2.514 11.929 -0.12 0.08 0.02
H 0.546 -0.390 0.349 0.48 -0.04 0.12
H -7.057 5.635 1.464 -1.24 -0.31 -0.24
H 1.629 -10.335 0.373 0.09 0.06 0.49
H 7.704 -2.239 -8.080 0.45 -0.70 0.30
H 3.637 8.814 -5.480 -0.02 0.13 0.12
H -6.979 -0.257 12.019 0.50 0.06 0.71
H -4.916 6.276 1.548 -0.09 -0.24 -0.27
H 6.134 6.753 3.553 0.01 -0.53 -0.27
H 5.396 -11.479 0.461 -0.09 0.02 0.07
H 6.245 4.701 0.137 -0.10 0.20 0.08
H 5.658 -9.798 -0.110 -0.13 0.04 0.12
H -9.714 -1.616 9.599 -0.12 -0.16 -0.97
H 2.060 -2.144 -5.042 -0.06 -0.42 -0.11
H 7.903 -6.333 4.246 0.06 -0.11 0.05
H -5.999 3.961 0.554 0.41 0.17 -0.12
H -5.245 0.102 11.539 -0.16 -0.06 0.35
H 1.224 -4.224 -0.588 -0.21 -0.42 0.27
H 0.859 4.066 7.540 0.43 0.17 0.62
H 2.826 -0.166 -3.806 -0.51 1.02 -0.19
H -9.095 5.616 -0.691 0.16 -0.52 0.48
H -5.792 8.578 -0.323 -0.44 -0.41 -0.24
H 6.949 5.039 1.758 -0.01 -0.38 -0.03
H -0.786 -3.889 -3.541 0.30 0.14 0.93
H -7.694 3.890 0.426 -0.19 -0.13 -0.37
H -3.293 5.166 -0.833 0.21 -0.39 -0.71
H 2.459 10.013 -6.150 0.43 0.07 -0.06
H -5.257 -3.238 10.322 0.06 -0.01 -0.06
H -1.141 -0.472 -1.269 -0.20 0.01 -0.28
H 3.248 -2.293 -3.796 0.02 0.23 0.34
H -7.716 -2.945 9.927 0.65 -0.22 -0.11
H 2.662 -4.721 -4.386 -0.06 0.28 0.05
H 3.443 -4.612 -15.040 0.03 -0.12 -0.47
H -8.794 -0.151 9.615 -0.28 0.14 1.11
H -5.408 -0.240 6.050 -0.25 0.09 -0.25
H 0.175 -4.242 -4.822 0.60 0.12 -0.33
H -5.799 1.589 7.563 0.41 -0.50 -0.13
H 0.649 6.741 -5.633 -0.06 0.08 -0.42
H 5.569 8.052 2.495 0.06 -0.39 -0.77
H -4.395 7.181 -3.293 -0.04 0.20 -0.42
H -0.881 0.189 -14.303 0.51 0.03 0.55
H 0.136 -5.037 9.691 -0.02 -0.22 0.09
H 1.019 -0.189 -4.192 0.23 0.03 -0.03
H 1.273 0.518 -1.767 -0.81 -0.14 -0.02
H 3.126 -4.971 -12.369 0.42 -0.15 -0.22
H -7.366 1.771 6.991 -0.55 -0.63 -0.30
H -3.565 8.435 -2.438 0.03 0.05 0.48
H 3.801 1.376 10.180 0.02 0.67 -0.07
H -0.411 1.072 -11.725 -0.56 0.72 0.52
H 2.843 -3.653 -11.315 0.12 0.83 -0.39
H 1.484 2.520 7.023 -0.03 0.01 -0.24
H 2.888 -10.439 -0.787 0.45 -0.12 0.07
H -0.354 -2.606 -4.579 0.34 0.30 0.04
H -5.885 -1.860 6.512 -0.08 -0.28 -0.42
H 1.754 -5.321 -2.976 -0.28 -0.28 -0.40
H -7.009 1.726 8.685 -0.56 -0.65 0.37
H 2.591 -0.474 -1.612 0.13 -0.69 0.37
H -8.424 -1.854 7.344 -0.09 0.24 -0.74
H 1.716 -5.496 6.073 0.36 -0.21 -0.35
H 1.746 -5.120 9.036 0.04 0.09 -0.48
H -4.189 -1.164 8.415 0.64 0.08 -0.07
H 2.350 0.861 9.380 -0.24 0.02 0.12
H 1.979 -3.828 -12.944 -0.28 0.38 0.53
H -8.512 6.654 -1.825 0.79 0.41 -0.10
H -0.031 -1.991 0.723 -0.63 -0.07 -0.64
H -4.658 4.567 -1.748 0.54 -1.28 -0.57
H 4.468 7.257 3.543 -0.09 -0.10 0.11
H -6.673 3.343 -0.954 -0.21 0.00 0.00
H 6.485 -5.367 4.614 -0.10 0.03 -0.07
H -2.531 0.353 -14.476 -0.29 0.74 -0.22
H 8.587 -3.578 1.552 -0.18 0.02 0.16
H -8.567 5.006 -2.221 0.74 -0.49 0.10
H 0.477 2.527 8.426 -0.09 0.33 0.30
H -1.485 -2.130 -1.849 0.12 -0.30 1.00
H -2.962 6.246 0.284 -0.61 1.12 0.30
H 8.128 -0.694 -7.538 0.45 0.43 -0.24
H 1.229 -6.963 6.886 -0.32 -0.15 -0.30
H 2.616 -11.810 0.364 0.27 0.10 0.11
H -8.103 -1.938 11.256 -0.04 0.12 0.11
H 2.237 6.439 -4.998 0.55 0.90 -0.08
H -1.243 0.401 -10.217 0.58 -0.32 -0.12
H -5.894 7.712 1.840 -0.03 -0.33 0.60
H 1.936 8.956 -4.890 -0.04 -0.49 -0.17
H 2.621 -3.029 -15.311 0.46 0.18 -0.32
H 9.444 -3.629 -6.312 -0.18 0.26 -0.17
H -5.348 8.459 -2.542 0.03 -0.13 0.15
H -7.762 7.050 0.669 0.20 0.21 -0.05
H -9.044 -0.136 7.559 0.37 -0.18 -0.78
H 6.830 6.356 0.631 -0.44 0.01 -0.25
H 4.492 -3.293 -15.657 -0.67 0.15 -0.73
H 7.415 -4.938 1.653 -0.34 0.36 0.35
H 1.609 -1.886 0.574 0.59 0.69 -0.18
H -4.286 8.244 0.430 0.57 0.37 -0.77
H 0.801 -6.616 9.143 -0.37 0.03 -0.31
H 7.757 -5.553 5.807 0.48 0.84 -0.16
H -1.600 1.735 -13.703 -0.30 -0.23 0.27
H -6.607 0.891 10.821 -0.09 -0.27 -0.68
```
Positions in Å, forces in eV/Å.